Record 1
The molecule C6H11NO2. Source: the Open Molecules 2025 dataset; level of theory: wB97M-V/def2-TZVPD.

Values from the calculation:
**Highest occupied orbital energy**: -9.663 eV
**Energy relative to the best compared isomer or geometry (same formula, charge and spin)**: 13.7 kcal/mol
**E_LUMO**: 0.0264 Ha
**SMILES**: CC(C)(CC=O)C(N)=O
**HOMO-LUMO gap**: 10.38 eV

ORCA input file:
```
! RIJCOSX wB97M-V def2-TZVPD def2/J DEFGRID3
* xyz 0 1
C -1.20258 1.25527 0.93232
C -0.38452 0.27316 0.09177
C -0.92399 0.23311 -1.33829
C -0.48091 -1.12556 0.76087
C 0.78501 -1.88686 0.52328
O 1.22763 -2.21155 -0.55723
C 1.12343 0.81891 0.08693
N 1.87184 0.41680 -0.95313
O 1.51866 1.56606 0.95081
H -2.21909 0.89224 1.06699
H -1.23711 2.22505 0.44385
H -0.74078 1.39389 1.90583
H -0.70283 1.16334 -1.85747
H -2.00597 0.10503 -1.31914
H -0.50384 -0.59228 -1.90841
H -1.31028 -1.67508 0.31341
H -0.64253 -1.00885 1.83265
H 1.36306 -2.09998 1.44119
H 2.83607 0.71204 -0.96267
H 1.62876 -0.45475 -1.45355
*
```


Record 2
A structure of composition C8H13B3Br2F5O6S. Source: the Open Molecules 2025 dataset; level of theory: wB97M-V/def2-TZVPD.

Values from the calculation:
**Highest occupied orbital energy**: -3.103 eV
**E_LUMO**: 0.0541 Ha
**HOMO-LUMO gap**: 4.58 eV

ORCA input file:
```
! RIJCOSX wB97M-V def2-TZVPD def2/J DEFGRID3
* xyz -1 1
C 1.40053 1.92180 1.27119
C 1.84232 0.85718 0.27738
Br 2.61706 1.79366 -1.27751
C 0.71945 -0.09125 -0.18168
Br -0.41007 0.72519 -1.55255
B -0.20919 -0.61499 0.95199
O -1.40493 -1.27212 0.68398
B -1.80384 -2.30299 1.47605
O -1.36287 -2.34406 2.81207
B -0.27177 -1.59417 3.06905
S 0.84492 -2.02338 4.57903
O 1.48127 -0.83938 5.08174
O 0.18195 -2.91708 5.48548
C 2.14223 -3.09846 3.75933
F 2.83195 -3.70772 4.71991
F 1.44240 -4.01888 3.06227
C 3.12397 -2.39711 2.76387
F 4.30032 -3.02559 2.77577
F 3.32271 -1.12121 3.06564
F 2.61958 -2.46486 1.52511
O 0.12753 -0.54585 2.32449
H 2.10233 2.75158 1.28533
H 1.36212 1.50262 2.27763
H 0.40373 2.28790 1.01817
H 2.69050 0.27836 0.63416
H 1.19533 -0.97178 -0.62829
H -2.47638 -3.19514 1.08491
C -1.90265 2.02275 -5.74039
C -2.33503 2.07801 -4.25750
C -3.56752 3.00586 -4.15943
O -1.32850 2.50326 -3.46216
H -1.59481 3.02134 -6.06484
H -1.05309 1.34472 -5.85040
H -2.70713 1.67361 -6.40360
H -2.71958 1.04816 -4.02178
H -3.28310 4.01820 -4.46188
H -3.92186 3.03861 -3.12640
H -4.39989 2.67320 -4.79618
*
```


Record 3
The molecule C5H14N2. Source: the Open Molecules 2025 dataset; level of theory: wB97M-V/def2-TZVPD.

Values from the calculation:
**Highest occupied orbital energy**: -8.834 eV
**Energy relative to the best compared isomer or geometry (same formula, charge and spin)**: 41.0 kcal/mol
**E_LUMO**: 0.0400 Ha
**SMILES**: CC(C)NCCN
**HOMO-LUMO gap**: 9.92 eV

ORCA input file:
```
! RIJCOSX wB97M-V def2-TZVPD def2/J DEFGRID3
* xyz 0 1
C 0.43032 1.78104 -1.72084
C -0.27978 0.53562 -0.98986
C -1.74656 0.44180 -1.21053
N -0.10804 0.48652 0.45831
C 1.14514 -0.15192 0.95989
C 0.79417 -1.62718 1.18503
N 0.21386 -1.86258 2.53499
H 1.42409 1.40012 -1.96860
H -0.09400 1.78982 -2.69011
H 0.39075 2.72582 -1.18327
H 0.32921 -0.21651 -1.53189
H -2.21377 -0.39275 -0.61095
H -2.37155 1.28142 -0.83534
H -2.09142 0.24373 -2.22358
H -0.08872 1.39589 0.90861
H 2.03148 0.22384 0.46552
H 1.27592 0.19485 2.02294
H 1.55512 -2.36940 0.85710
H 0.09793 -1.97570 0.40804
H -0.48403 -1.12905 2.57096
H -0.21014 -2.77540 2.59358
*
```


Record 4
A structure of composition C11H27BrMnNO3. Source: the Open Molecules 2025 dataset; level of theory: wB97M-V/def2-TZVPD.

Values from the calculation:
**Highest occupied orbital energy (spin up / spin down)**: -11.495 / -11.509 eV
**Energy relative to the best compared isomer or geometry (same formula, charge and spin)**: 323.1 kcal/mol
**Expectation value of S²**: 8.768
**E_LUMO (spin up / spin down)**: -0.2129 / -0.2384 Ha
**HOMO-LUMO gap (spin up / spin down)**: 5.70 / 5.02 eV

ORCA input file:
```
! RIJCOSX wB97M-V def2-TZVPD def2/J DEFGRID3
* xyz 1 6
Mn -0.95089 -1.29020 -3.68993
Br -0.01741 -0.83121 -2.19333
C 0.79250 -1.68255 0.28107
C -0.18317 -1.13844 1.26168
C 0.44658 -0.67380 2.64510
C 1.01871 0.78338 2.71401
C -0.09925 1.70030 2.19082
C -0.58032 1.36747 0.77638
N -1.03368 -0.00994 0.75081
O -1.63032 -0.32034 -0.48810
C -1.81180 2.28496 0.55520
C 0.54872 1.75590 -0.18361
C -1.15681 -2.35137 1.55257
H 0.26856 -1.95074 -0.63635
H 1.37242 -2.53980 0.62301
H 1.49301 -0.88397 0.03683
H -0.27269 -0.69226 3.46388
H 1.21997 -1.35991 2.99038
H 1.92681 0.93465 2.13043
H 1.35263 1.01359 3.72574
H 0.21875 2.74129 2.24845
H -0.95997 1.64319 2.85715
H -2.56795 2.12911 1.32465
H -1.58653 3.34535 0.44153
H -2.24181 2.13668 -0.43535
H 0.79833 2.81687 -0.17126
H 1.44478 1.15204 -0.04026
H 0.09029 1.55459 -1.15181
H -0.78914 -3.04382 2.30983
H -1.61662 -2.90871 0.73644
H -2.04081 -1.88903 1.99177
H -0.89018 -0.46120 -1.08305
C 2.08517 -2.64788 -1.63365
O 2.08484 -1.76556 -2.70177
H 3.08731 -2.56270 -1.21347
H 1.48106 -2.38223 -0.76613
H 1.85475 -3.66276 -1.95770
H 1.28126 -1.24946 -2.60430
C -0.84222 1.63797 -2.45415
O -1.05905 2.09068 -3.77031
H 0.05363 1.01763 -2.48104
H -0.58708 2.49854 -1.83578
H -1.66026 1.02291 -2.07916
H -0.34212 2.67076 -4.03702
*
```